#i
A structure of composition C37H37NO9W, computed with the ωB97M-V functional and the def2-TZVPD basis.

Output
lowest unoccupied orbital energy: -7.7 eV
charge: +2
HOMO level: -14.01 eV
spin multiplicity: 1
Kohn-Sham gap: 0.2313 Ha

Last column: Löwdin charge in e.
Element x y z (Å)
W1 0.10 1.87 -0.51  2.059
O1 0.33 2.02 1.75  -0.132
C1 1.36 2.86 2.34  -0.113
C2 1.37 4.08 1.48  -0.101
N1 1.46 3.68 0.05  -0.229
C3 0.93 4.80 -0.77  -0.044
C4 -0.58 4.73 -0.79  -0.493
O2 -1.32 5.61 -1.03  0.222
O3 -1.00 3.44 -0.53  -0.184
C5 2.84 3.36 -0.39  -0.031
C6 2.72 2.38 -1.55  -0.511
O4 3.62 1.80 -2.04  0.201
O5 1.41 2.18 -1.91  -0.217
H1 0.39 1.13 2.14  0.097
H2 2.30 2.31 2.34  0.123
H3 1.07 3.10 3.37  0.154
H4 2.19 4.76 1.73  0.160
H5 0.43 4.62 1.61  0.150
H6 1.28 4.70 -1.80  0.153
H7 1.28 5.76 -0.39  0.163
H8 3.40 2.88 0.41  0.138
H9 3.38 4.25 -0.70  0.162
C7 -2.04 -3.98 2.03  0.037
C8 -1.77 -2.51 2.29  -0.530
C9 -2.17 -2.04 3.66  0.038
O6 -0.35 -2.27 2.06  -0.036
C10 -0.26 -1.15 1.23  -0.186
C11 -1.49 -1.36 0.34  -0.167
O7 -2.43 -1.69 1.32  0.018
C12 -1.97 -0.18 -0.52  -0.303
O8 -1.47 1.04 0.06  -0.244
C13 -1.34 -0.20 -1.90  -0.094
C14 -1.06 -1.32 -2.64  0.027
C15 -0.40 -1.18 -3.86  0.048
C16 -0.04 0.08 -4.38  -0.006
C17 -0.34 1.20 -3.67  -0.009
C18 -0.98 1.11 -2.39  -0.177
C19 -3.48 -0.11 -0.69  -0.142
C20 -4.12 1.12 -0.62  -0.009
C21 -5.49 1.19 -0.85  -0.045
C22 -6.20 0.04 -1.17  -0.051
C23 -5.55 -1.18 -1.25  -0.043
C24 -4.19 -1.26 -1.01  -0.013
C25 1.14 -0.96 0.57  -0.252
O9 1.00 0.31 -0.13  -0.251
C26 2.27 -0.72 1.58  -0.132
C27 3.38 0.02 1.16  -0.045
C28 4.45 0.23 2.00  -0.057
C29 4.44 -0.30 3.29  -0.053
C30 3.36 -1.05 3.71  -0.040
C31 2.28 -1.27 2.86  0.006
C32 1.51 -2.01 -0.47  -0.131
C33 1.17 -3.34 -0.32  -0.006
C34 1.53 -4.27 -1.29  -0.043
C35 2.24 -3.87 -2.41  -0.057
C36 2.61 -2.54 -2.55  -0.056
C37 2.25 -1.61 -1.59  -0.026
H10 -1.42 -4.59 2.69  0.106
H11 -1.81 -4.23 1.00  0.091
H12 -3.08 -4.20 2.23  0.106
H13 -1.69 -2.66 4.42  0.104
H14 -3.25 -2.12 3.77  0.107
H15 -1.88 -1.00 3.81  0.093
H16 -0.48 -0.25 1.82  0.144
H17 -1.30 -2.22 -0.32  0.144
H18 -1.31 -2.31 -2.30  0.133
H19 -0.17 -2.07 -4.43  0.137
H20 0.45 0.14 -5.34  0.131
H21 -0.13 2.18 -4.08  0.135
H22 -1.75 1.87 -2.25  0.153
H23 -3.58 2.02 -0.36  0.114
H24 -6.00 2.14 -0.78  0.116
H25 -7.27 0.10 -1.36  0.117
H26 -6.10 -2.08 -1.50  0.117
H27 -3.69 -2.22 -1.06  0.124
H28 3.44 0.38 0.14  0.095
H29 5.32 0.78 1.65  0.117
H30 5.28 -0.14 3.95  0.118
H31 3.35 -1.48 4.70  0.119
H32 1.46 -1.88 3.20  0.117
H33 0.64 -3.67 0.57  0.115
H34 1.26 -5.31 -1.15  0.117
H35 2.53 -4.60 -3.15  0.116
H36 3.19 -2.23 -3.41  0.118
H37 2.54 -0.58 -1.72  0.099

---

#ii
A structure of composition C37H37NO9W, computed with the ωB97M-V functional and the def2-TZVPD basis.

Output
lowest unoccupied orbital energy: -7.7 eV
charge: +2
HOMO level: -14.05 eV
spin multiplicity: 1
Kohn-Sham gap: 0.2337 Ha

Last column: Löwdin charge in e.
Element x y z (Å)
W1 -0.36 -1.01 1.17  2.037
O1 0.72 0.45 2.42  -0.156
C1 2.01 -0.01 2.93  -0.108
C2 1.77 -1.31 3.66  -0.100
N1 1.03 -2.26 2.79  -0.194
C3 -0.01 -3.01 3.56  -0.015
C4 -1.34 -2.44 3.06  -0.462
O2 -2.25 -2.99 2.54  0.206
O3 -1.19 -1.03 2.92  -0.214
C5 1.87 -3.10 1.95  -0.043
C6 1.21 -3.38 0.61  -0.425
O4 1.61 -3.99 -0.30  0.239
O5 -0.08 -2.74 0.55  -0.223
H1 0.14 0.69 3.16  0.141
H2 2.43 0.76 3.57  0.157
H3 2.64 -0.12 2.05  0.106
H4 1.16 -1.13 4.54  0.137
H5 2.71 -1.74 4.01  0.157
H6 0.11 -2.85 4.63  0.147
H7 0.01 -4.07 3.35  0.156
H8 2.13 -4.06 2.41  0.163
H9 2.80 -2.57 1.73  0.150
C7 -0.46 4.33 -2.44  0.043
C8 -0.28 3.59 -1.14  -0.496
C9 -0.40 4.45 0.09  0.039
O6 -1.28 2.51 -1.08  0.066
C10 -0.63 1.36 -0.81  -0.211
C11 0.78 1.74 -0.41  -0.202
O7 0.97 2.89 -1.19  0.026
C12 1.74 0.57 -0.71  -0.254
O8 1.12 -0.48 0.19  -0.271
C13 3.14 0.74 -0.19  -0.181
C14 4.01 -0.34 -0.29  -0.023
C15 5.28 -0.26 0.24  -0.048
C16 5.71 0.91 0.86  -0.052
C17 4.86 2.00 0.92  -0.046
C18 3.57 1.92 0.40  -0.012
C19 1.66 0.07 -2.13  -0.163
C20 2.24 0.88 -3.11  0.000
C21 2.19 0.51 -4.44  -0.039
C22 1.56 -0.68 -4.81  -0.051
C23 1.00 -1.49 -3.84  -0.048
C24 1.05 -1.11 -2.50  -0.027
C25 -2.23 -0.41 0.29  -0.280
O9 -1.25 0.66 0.42  -0.152
C26 -3.43 -0.16 1.13  -0.194
C27 -3.43 0.84 2.11  -0.034
C28 -4.57 1.05 2.87  -0.049
C29 -5.70 0.26 2.68  -0.045
C30 -5.69 -0.73 1.71  -0.038
C31 -4.56 -0.94 0.93  -0.002
C32 -2.44 -0.93 -1.11  -0.220
C33 -2.88 -0.01 -2.07  -0.016
C34 -3.16 -0.43 -3.36  -0.027
C35 -3.05 -1.78 -3.69  -0.041
C36 -2.67 -2.70 -2.72  -0.043
C37 -2.37 -2.27 -1.43  -0.042
H10 -1.47 4.75 -2.49  0.107
H11 -0.31 3.64 -3.28  0.103
H12 0.25 5.14 -2.51  0.109
H13 -1.35 4.97 0.09  0.108
H14 0.40 5.19 0.11  0.109
H15 -0.35 3.85 1.01  0.089
H16 -0.73 0.60 -1.58  0.148
H17 0.84 1.97 0.65  0.147
H18 3.70 -1.25 -0.80  0.130
H19 5.96 -1.10 0.16  0.116
H20 6.71 0.98 1.25  0.117
H21 5.19 2.93 1.37  0.117
H22 2.93 2.79 0.45  0.121
H23 2.75 1.80 -2.83  0.130
H24 2.64 1.14 -5.19  0.118
H25 1.53 -0.97 -5.85  0.116
H26 0.53 -2.42 -4.11  0.114
H27 0.61 -1.78 -1.77  0.089
H28 -2.57 1.47 2.26  0.112
H29 -4.58 1.84 3.61  0.115
H30 -6.58 0.43 3.27  0.118
H31 -6.57 -1.35 1.55  0.119
H32 -4.58 -1.72 0.17  0.125
H33 -3.00 1.04 -1.82  0.130
H34 -3.49 0.28 -4.10  0.121
H35 -3.28 -2.11 -4.69  0.120
H36 -2.62 -3.75 -2.96  0.119
H37 -2.11 -3.02 -0.69  0.109

---

Of them, #i has the highest stability.

---

#i
A cluster of 4 separate species, C3H17N2O3 in total, computed with the ωB97M-V functional and the def2-TZVPD basis.

Output
lowest unoccupied orbital energy: -2.6 eV
charge: +1
HOMO level: -13.45 eV
spin multiplicity: 1
Kohn-Sham gap: 0.3999 Ha

Last column: Löwdin charge in e.
Element x y z (Å)
C1 -1.59 -0.68 -0.98  -0.256
N1 -1.94 0.33 0.05  0.019
C2 -0.16 -1.02 -1.08  -0.119
N2 0.36 -0.82 0.35  -0.051
C3 0.32 -2.02 1.29  0.041
H1 -1.83 -0.34 -2.02  0.132
H2 -2.25 -1.56 -0.90  0.130
H3 -1.69 1.30 -0.18  0.051
H4 -2.91 0.16 0.35  0.106
H5 0.26 -0.20 -1.62  0.129
H6 0.02 -2.01 -1.42  0.127
H7 1.37 -0.47 0.36  0.132
H8 -0.24 -0.16 0.80  0.080
H9 -0.35 -2.65 0.77  0.089
H10 0.20 -1.50 2.22  0.103
H11 1.33 -2.47 1.31  0.103
H12 1.86 2.13 1.37  0.079
H13 0.76 2.65 0.40  0.019
O1 1.31 1.88 0.58  -0.059
H14 -2.06 2.96 0.86  0.077
H15 -1.65 4.30 0.28  0.063
O2 -1.51 3.36 0.12  -0.078
H16 3.75 -1.77 -0.71  0.078
H17 3.51 -0.42 -1.45  0.087
O3 3.14 -0.98 -0.71  -0.081

---

#ii
A cluster of 4 separate species, C3H17N2O3 in total, computed with the ωB97M-V functional and the def2-TZVPD basis.

Output
lowest unoccupied orbital energy: -3.0 eV
charge: +1
HOMO level: -12.56 eV
spin multiplicity: 1
Kohn-Sham gap: 0.3523 Ha

Last column: Löwdin charge in e.
Element x y z (Å)
C1 -1.00 -0.25 -0.64  -0.212
C2 -1.63 0.93 -1.49  -0.187
C3 -0.48 1.62 -2.25  -0.278
N1 -0.65 3.06 -2.58  0.031
N2 -0.12 0.13 0.45  0.129
H1 -0.45 -0.78 -1.39  0.116
H2 -1.99 -0.82 -0.30  0.168
H3 -2.33 1.61 -0.79  0.152
H4 -2.53 0.43 -1.99  0.126
H5 0.39 1.50 -1.66  0.073
H6 -0.32 0.99 -3.16  0.130
H7 -1.44 3.34 -2.94  -0.007
H8 0.07 3.17 -3.34  0.108
H9 -0.44 0.98 1.00  0.202
H10 0.05 -0.77 1.16  0.185
H11 0.76 0.38 0.09  0.056
H12 -1.22 -2.05 2.47  0.084
H13 0.01 -2.75 2.13  -0.015
O1 -0.27 -2.00 2.51  -0.001
H14 1.04 -2.97 3.75  -0.014
H15 2.29 -3.93 3.59  0.117
O2 1.44 -3.55 3.16  -0.066
H16 2.85 0.32 1.53  0.112
H17 3.40 0.73 0.08  0.091
O3 2.56 0.68 0.61  -0.099

---

Of them, #i has the highest stability.

---

#i
A cluster of 2 separate species, CH7NO3Si in total, computed with the ωB97M-V functional and the def2-TZVPD basis.

Output
lowest unoccupied orbital energy: 0.3 eV
SMILES: N=[SiH2].OC(O)O
HOMO level: -9.29 eV
spin multiplicity: 1
Kohn-Sham gap: 0.3511 Ha

Last column: Löwdin charge in e.
Element x y z (Å)
C1 -1.64 0.10 -0.28  -0.563
N1 3.91 0.55 -0.59  -0.234
O1 -2.94 0.71 -0.25  -0.016
O2 -1.76 -1.27 -0.21  0.071
O3 -0.87 0.55 0.78  0.028
Si1 2.84 -0.30 0.31  0.602
H1 -1.36 0.58 -1.25  0.178
H2 3.93 1.04 -1.43  -0.102
H3 -3.58 0.56 0.47  0.106
H4 -2.09 -1.48 -1.04  0.071
H5 -1.47 0.23 1.46  0.104
H6 3.46 -0.34 1.62  -0.108
H7 1.57 -0.93 0.39  -0.135

---

#ii
A cluster of 2 separate species, CH7NO3Si in total, computed with the ωB97M-V functional and the def2-TZVPD basis.

Output
lowest unoccupied orbital energy: 0.7 eV
HOMO level: -8.70 eV
spin multiplicity: 1
Kohn-Sham gap: 0.3455 Ha

Last column: Löwdin charge in e.
Element x y z (Å)
C1 -2.42 0.20 -0.39  -0.257
N1 2.60 -0.16 -0.52  -0.107
O1 -0.09 0.23 -0.93  -0.248
O2 -2.22 0.56 0.94  -0.035
O3 -2.39 -1.02 -0.59  0.092
Si1 0.97 -0.05 0.34  0.521
H1 3.36 0.17 0.02  -0.028
H2 2.99 -0.96 -0.94  -0.013
H3 -0.13 1.14 -1.02  0.006
H4 -2.17 1.51 0.93  0.076
H5 -2.18 -1.45 0.21  0.076
H6 1.33 1.06 1.02  -0.053
H7 0.35 -1.24 0.93  -0.030

---

Of them, #ii has the highest stability.